ORCA calculation (ωB97M-V with the def2-TZVPD basis set) on the ion C5H11O2 with charge -1 in a non-equilibrium geometry.

Element x y z (Å)
O -0.6780 0.9282 -3.0725
O -0.9033 -1.8644 2.1521
C -0.4460 0.8130 -1.7230
C -0.2045 0.1759 1.0709
C 0.9512 0.6075 -1.1389
C -0.3468 -1.3557 0.9931
C 1.0070 0.7041 0.4717
H -1.8269 -2.0171 1.7567
H -0.8369 -0.1396 -1.4766
H 0.9822 1.7524 0.6514
H 0.7794 -1.8194 0.9034
H -1.1158 -1.5301 0.0959
H 1.6353 1.4710 -1.4875
H 1.5369 -0.3803 -1.3207
H -0.5686 0.4403 2.0450
H 1.9535 0.2652 0.9037
H -0.9623 1.4949 -1.0914
H -0.9563 0.4541 0.2668

Summary:
- structure (SMILES) = [O-]CCCCCO
- energy above the lowest of the compared OMol25 structures with the same formula, charge and spin (eV) = 4.671
- total charge = -1
- gap between HOMO and LUMO (eV) = 5.49
- F_max (eV/A) = 4.0
- HOMO energy (eV) = -2.10
- calculated total energy (eV) = -9455.35834
- multiplicity = 1



ORCA calculation (ωB97M-V with the def2-TZVPD basis set) on a cluster of 2 separate species, C5H11O2 in total in a non-equilibrium geometry.

Element x y z (Å)
O -1.2175 1.6410 0.4078
O -3.0709 2.2872 1.4983
C 1.6342 -1.2276 -1.8106
C -2.5270 -0.0152 1.4537
C 1.8656 0.2025 0.2447
C -2.2555 1.4288 1.0988
C 0.9935 -0.1211 -1.0002
H 1.5669 -2.2049 -1.3281
H 0.0047 -0.2757 -0.5741
H 2.7673 0.7336 -0.0607
H 1.3192 0.9250 0.8614
H -3.2358 -0.1056 2.2746
H -1.6094 -0.4504 1.8661
H 1.1126 -1.3405 -2.7667
H 2.6840 -1.0265 -2.0265
H 1.9365 -0.6927 0.8587
H -2.8404 -0.5619 0.5659
H 0.8721 0.8039 -1.5630

Summary:
- energy above the lowest of the compared OMol25 structures with the same formula, charge and spin (eV) = 0.293
- total charge = -1
- gap between HOMO and LUMO (eV) = 7.52
- F_max (eV/A) = 1.7
- HOMO energy (eV) = -3.81
- calculated total energy (eV) = -9459.73640
- multiplicity = 1



ORCA calculation (ωB97M-V with the def2-TZVPD basis set) on a cluster of 3 separate species, C5H11O2 in total in a non-equilibrium geometry.

Element x y z (Å)
O -1.2893 -1.6746 -1.9194
O 0.6047 -2.2746 -3.3847
C 0.6144 1.8567 2.7602
C -0.9561 -0.4228 -1.4123
C -0.1013 1.0648 1.8612
C 0.1814 0.7848 0.5577
C -0.1652 -0.5014 -0.0926
H -0.9665 0.5555 2.2823
H 0.8395 1.4560 0.0090
H 1.3658 2.5838 2.4838
H -0.8308 -1.0674 0.5521
H 0.9610 -1.3888 -3.5360
H -1.9511 0.0063 -1.2133
H -0.4092 0.0754 -2.2150
H -0.1601 -2.0122 -2.8203
H 0.1963 2.0632 3.7347
H 0.6981 -1.1289 -0.3471
H 1.3683 0.0242 2.6998

Summary:
- energy above the lowest of the compared OMol25 structures with the same formula, charge and spin (eV) = 5.688
- total charge = 0
- gap between HOMO and LUMO (alpha / beta) (eV) = 7.88 / 6.00
- F_max (eV/A) = 2.5
- HOMO energy (alpha / beta) (eV) = -8.16 / -8.27
- calculated total energy (eV) = -9450.76011
- multiplicity = 2



ORCA calculation (ωB97M-V with the def2-TZVPD basis set) on the ion C5H11O2 with charge +1 in a non-equilibrium geometry.

Element x y z (Å)
O -0.3492 0.4661 0.2483
O 1.6922 1.1934 -0.2392
C -2.0659 0.7671 0.1312
C 2.3460 -1.1628 -0.2588
C -2.6925 -0.5576 -0.0731
C 2.3634 0.1446 0.5122
C 0.4383 1.2569 -0.3147
H -2.1261 1.4573 -0.7038
H -2.2393 1.2219 1.1006
H 0.0821 2.0937 -0.9293
H 1.3557 -1.6137 -0.2573
H -2.3608 -1.0309 -0.9944
H 3.3800 0.5180 0.6324
H 2.6644 -0.9970 -1.2873
H 1.8782 0.0420 1.4856
H -2.5118 -1.2198 0.7694
H -3.7694 -0.3935 -0.1511
H 3.0391 -1.8548 0.2094

Summary:
- energy above the lowest of the compared OMol25 structures with the same formula, charge and spin (eV) = 0.000
- total charge = +1
- gap between HOMO and LUMO (eV) = 12.86
- F_max (eV/A) = 1.9
- HOMO energy (eV) = -16.48
- calculated total energy (eV) = -9450.50499
- multiplicity = 1



ORCA calculation (ωB97M-V with the def2-TZVPD basis set) on a structure of composition C5H11O3Pb in a non-equilibrium geometry.

Element x y z (Å)
Pb 2.5863 0.2629 -0.6562
O 1.3916 1.6976 0.3131
O 0.6189 -0.5996 -0.5730
O 2.7434 -1.4935 -1.6310
C -0.4168 0.1833 -0.0039
C 1.8999 2.8771 0.9349
C 0.7305 -2.0035 -0.5375
C 0.2373 1.1490 0.9560
C 1.7760 -2.3031 -1.4701
H 2.7099 3.2655 0.3099
H 2.2760 2.6370 1.9389
H 1.9029 -3.3572 -1.7577
H 1.1032 3.6299 0.9891
H 2.3360 -1.5021 1.1408
H -0.4677 1.9527 1.2080
H 1.4195 -2.3257 0.8468
H 0.5494 0.6445 1.8831
H -0.2423 -2.4680 -0.7320
H -0.8525 0.7314 -0.8499
H -1.1536 -0.4434 0.5132

Summary:
- energy above the lowest of the compared OMol25 structures with the same formula, charge and spin (eV) = 1.755
- total charge = +1
- gap between HOMO and LUMO (eV) = 8.40
- F_max (eV/A) = 6.1
- HOMO energy (eV) = -12.29
- calculated total energy (eV) = -16741.29917
- multiplicity = 1



ORCA calculation (ωB97M-V with the def2-TZVPD basis set) on a structure of composition C5H11O6 in a non-equilibrium geometry.

Element x y z (Å)
O -1.5310 -0.2494 -2.1727
O 0.0904 -1.5312 0.0084
O -0.1065 1.0675 2.3801
O -2.0598 -1.8200 -1.9318
O -0.4916 2.1231 0.1101
O 0.7807 -2.4882 0.9309
C 0.5167 -0.1226 1.9004
C -0.0915 0.9131 -0.5296
C -1.4110 0.3430 -1.0675
C 0.5911 -0.2451 0.3600
C 0.8519 1.3467 -1.6793
H 1.5653 -0.1074 2.2474
H -1.1691 -2.2361 -2.0004
H 1.3697 0.4889 -2.1233
H 0.3935 -3.3655 0.7695
H 0.0375 -1.0205 2.3105
H -2.1777 0.2847 -0.2801
H -0.1658 1.0351 3.3527
H -0.5189 1.9505 1.0906
H 1.6547 -0.2747 0.0882
H 1.6060 2.0546 -1.3026
H 0.2654 1.8532 -2.4613

Summary:
- energy above the lowest of the compared OMol25 structures with the same formula, charge and spin (eV) = 1.512
- total charge = 0
- gap between HOMO and LUMO (alpha / beta) (eV) = 8.59 / 9.56
- F_max (eV/A) = 3.8
- HOMO energy (alpha / beta) (eV) = -8.34 / -9.81
- calculated total energy (eV) = -17640.07272
- multiplicity = 2



ORCA calculation (ωB97M-V with the def2-TZVPD basis set) on the ion C5H11O6PS with charge -2 in a non-equilibrium geometry.

Element x y z (Å)
S -1.0748 1.3482 -0.0549
P -3.0425 -0.9358 0.2297
O -2.8324 -1.6681 1.5484
O -4.4079 -0.3581 0.0814
O -2.3355 -1.4909 -1.0004
O -2.2656 0.7970 0.6143
O -1.3675 1.9674 -1.3493
O -0.3266 2.2487 0.8132
C 1.2235 0.7394 -0.9908
C 0.0781 -0.0713 -0.4699
C 0.1503 -0.8927 0.8571
C 2.2595 -0.1565 -1.6742
C 0.9155 -0.1541 1.8895
H 1.7630 1.4873 -0.2113
H 2.7584 0.2976 -2.4093
H 1.9427 -1.1503 -2.0859
H -0.5544 -0.4295 -1.3261
H 0.2437 0.3413 2.6201
H 2.9719 -0.5184 -0.9733
H 1.7111 -0.6625 2.4667
H -0.7871 -1.0305 1.2942
H 1.4464 0.7587 1.4312
H 0.8603 1.3179 -1.8241
H 0.6701 -1.7846 0.5236

Summary:
- structure (SMILES) = CCC(CC)S(=O)(=O)OP(=O)([O-])[O-]
- energy above the lowest of the compared OMol25 structures with the same formula, charge and spin (eV) = 0.401
- total charge = -2
- gap between HOMO and LUMO (eV) = 6.11
- F_max (eV/A) = 4.1
- HOMO energy (eV) = -0.62
- calculated total energy (eV) = -37774.30246
- multiplicity = 1



ORCA calculation (ωB97M-V with the def2-TZVPD basis set) on a cluster of 2 separate species, C5H11OS in total in a non-equilibrium geometry.

Element x y z (Å)
S -1.1553 1.6106 3.3439
O 1.8976 -0.8184 -3.5663
C -0.9788 0.6648 0.7823
C 1.1183 -0.4873 -2.3997
C -0.1131 1.1902 1.9517
C 0.0957 -2.4365 -1.1375
C 0.1241 -1.5986 -2.2058
H -1.5934 -0.1924 1.1373
H 0.5580 0.4691 -2.5443
H -0.6142 -1.7213 -3.0435
H -1.6915 1.4499 0.4830
H -0.3322 0.3304 -0.0771
H -0.6500 -3.2347 -1.0656
H 2.4755 -0.0697 -3.8183
H 0.8246 -2.3493 -0.3329
H 1.7826 -0.3775 -1.5203
H 0.5949 0.4088 2.2487
H 0.4719 2.0686 1.6146

Summary:
- energy above the lowest of the compared OMol25 structures with the same formula, charge and spin (eV) = 1.459
- total charge = -1
- gap between HOMO and LUMO (eV) = 4.84
- F_max (eV/A) = 1.8
- HOMO energy (eV) = -2.13
- calculated total energy (eV) = -18245.52916
- multiplicity = 1



ORCA calculation (ωB97M-V with the def2-TZVPD basis set) on a cluster of 2 separate species, C5H11P in total in a non-equilibrium geometry.

Element x y z (Å)
P -0.0048 0.3352 0.2234
C 0.9596 -2.6263 1.9878
C -1.3214 -0.3158 -0.9745
C -0.0135 -2.0401 0.9980
C 0.2168 2.7897 -1.4626
C 0.5726 1.8429 -0.3831
H 1.4835 -1.7141 2.2280
H -0.9495 -0.0513 -1.9804
H 1.2718 2.2779 0.4163
H -1.0730 -1.9356 1.3754
H 1.6552 -3.3334 1.4928
H 1.0141 3.3957 -1.6411
H -2.3143 0.1625 -0.8214
H -0.0142 2.1789 -2.2790
H -1.4346 -1.3149 -0.8887
H -0.6103 3.4523 -1.2156
H 0.5620 -3.1036 2.9245

Summary:
- energy above the lowest of the compared OMol25 structures with the same formula, charge and spin (eV) = 5.030
- total charge = 0
- gap between HOMO and LUMO (alpha / beta) (eV) = 7.58 / 7.58
- F_max (eV/A) = 4.5
- HOMO energy (alpha / beta) (eV) = -7.62 / -7.62
- calculated total energy (eV) = -14646.29217
- multiplicity = 1



ORCA calculation (ωB97M-V with the def2-TZVPD basis set) on a structure of composition C5H11P in a non-equilibrium geometry.

Element x y z (Å)
P -0.6014 0.8274 0.1703
C 1.7997 -0.2280 -0.5276
C 2.4788 0.3438 0.6728
C -1.1916 -0.6401 1.2275
C 0.5574 -0.0122 -0.9223
C -1.9406 0.8677 -1.0924
H -0.2886 -1.2138 1.7424
H 1.7666 0.7652 1.2710
H 0.0723 -0.4957 -2.1243
H 3.1620 1.2174 0.4889
H -1.5914 0.9956 -2.0778
H 2.9765 -0.3383 1.1921
H -2.7606 1.6641 -1.0007
H -1.6046 -1.5144 0.5991
H 2.5704 -0.8686 -1.2105
H -1.8241 -0.2970 1.9076
H -2.6679 -0.0506 -1.0693

Summary:
- energy above the lowest of the compared OMol25 structures with the same formula, charge and spin (eV) = 2.183
- total charge = 0
- gap between HOMO and LUMO (eV) = 9.55
- F_max (eV/A) = 6.8
- HOMO energy (eV) = -8.40
- calculated total energy (eV) = -14649.13916
- multiplicity = 1



ORCA calculation (ωB97M-V with the def2-TZVPD basis set) on a cluster of 2 separate species, C5H11PS in total in a non-equilibrium geometry.

Element x y z (Å)
S 3.8184 -0.2435 -0.0594
P 0.1167 0.8081 -0.6172
C 0.0925 -0.1945 0.8694
C -0.3822 -1.6600 0.4427
C -1.1765 -1.4234 -0.7700
C -0.9524 2.1998 -0.1086
C -1.1084 -0.2555 -1.4571
H -0.9792 -2.2138 1.1670
H 3.2295 -0.4341 1.2031
H 3.1261 0.7953 -0.3714
H -0.6192 2.6054 0.9179
H 1.1029 -0.2687 1.2711
H -2.0077 1.7297 0.0818
H -1.4417 -0.0891 -2.3918
H -0.8279 3.0750 -0.7788
H 0.5123 -2.2395 0.1410
H -1.7744 -2.2907 -1.1330
H -0.7288 0.0993 1.5931

Summary:
- structure (SMILES) = CP1C=CCC1.S
- energy above the lowest of the compared OMol25 structures with the same formula, charge and spin (eV) = 1.555
- total charge = 0
- gap between HOMO and LUMO (eV) = 9.15
- F_max (eV/A) = 5.2
- HOMO energy (eV) = -8.21
- calculated total energy (eV) = -25485.82944
- multiplicity = 1